Entry 1:
The following is a quantum chemistry calculation of the molecule C3H7N3 at a distorted geometry, from the OMol25 dataset.

Element x y z (Å)
N -1.7327 -0.1672 0.1495
C -0.6739 0.5943 -0.5392
C 0.6037 0.3871 0.2148
N 0.7745 -1.0781 0.5286
C 1.8102 0.9421 -0.2318
N 2.8510 1.3709 -0.5530
H -1.9367 0.2744 1.0440
H -2.5894 -0.1564 -0.3962
H -0.8590 1.6763 -0.5808
H -0.6610 0.2199 -1.5792
H 1.0288 -1.0861 1.5092
H -0.1666 -1.5047 0.4291
H 1.4708 -1.6033 -0.0208

Atoms 1-3, force components in eV/Å:
-0.2 0.2 0.0
0.0 0.1 -0.2
0.0 0.1 -0.1

The HOMO energy is -7.132 eV. As for the frontier orbital gap: 7.549 eV. The multiplicity is 1. The total energy is -7692.5163 eV.

natural (NBO) population analysis, charges in e, atoms 1 to 4: atom 1 (N): -0.87, atom 2 (C): -0.24, atom 3 (C): -0.36, atom 4 (N): -0.69

=====

Entry 2:
The following is a quantum chemistry calculation of a structure of composition C3H7N3 at a distorted geometry, from the OMol25 dataset.

Element x y z (Å)
C 0.2843 0.6958 -0.0508
C 0.3998 -0.6360 0.2964
N 2.2968 -0.0368 -0.2173
C -1.6631 0.7137 0.3167
N 0.1243 -1.7783 0.6021
N -2.5464 0.5296 -0.5640
H -0.8452 -2.0252 0.8074
H 2.8036 -0.5707 0.4891
H 2.4347 -0.5072 -1.1110
H -2.1595 0.2280 -1.4667
H 0.2436 0.9416 -1.1036
H 0.5999 1.4382 0.6694
H -1.9728 1.0074 1.3325

Atoms 1-3, force components in eV/Å:
-6.7 1.6 1.3
4.2 -0.9 -1.1
-1.0 -1.6 0.8

The HOMO energy is -7.858 eV. As for the frontier orbital gap: 8.639 eV. The multiplicity is 1. The total energy is -7689.2349 eV.

natural (NBO) population analysis, charges in e, atoms 1 to 4: atom 1 (C): -0.46, atom 2 (C): 0.56, atom 3 (N): -1.01, atom 4 (C): 0.06

=====

Entry 3:
The following is a quantum chemistry calculation of the molecule C3H7N3 at a distorted geometry, from the OMol25 dataset.

Element x y z (Å)
C -0.5151 0.0728 -1.7713
N -0.1627 -0.7353 -0.6494
N 0.1527 0.0731 0.4412
C 1.1152 -0.4285 1.3855
C -0.7190 1.1378 0.6772
N -1.3391 1.8476 1.3495
H -0.9558 -0.5381 -2.5541
H 0.3632 0.6088 -2.1316
H -1.1097 1.0089 -1.1879
H -0.9183 -1.3828 -0.4208
H 2.0992 -0.4837 0.9110
H 0.8294 -1.4325 1.7158
H 1.1601 0.2517 2.2349

Atoms 1-3, force components in eV/Å:
-0.4 2.7 1.9
0.7 -1.3 0.0
-1.4 1.6 -1.1

The HOMO energy is -8.989 eV. As for the frontier orbital gap: 9.843 eV. The multiplicity is 1. The total energy is -7691.8286 eV. The SMILES is CNN(C)C#N.

natural (NBO) population analysis, charges in e, atoms 1 to 4: atom 1 (C): -0.40, atom 2 (N): -0.43, atom 3 (N): -0.34, atom 4 (C): -0.38

=====

Entry 4:
The following is a quantum chemistry calculation of the molecule C3H7N3 at a distorted geometry, from the OMol25 dataset.

Element x y z (Å)
N 1.9912 0.5203 -0.2379
C 1.0441 -0.5706 -0.0015
C -0.0969 -0.1136 0.8617
N -1.8950 0.6385 -0.4702
C -1.4321 -0.3092 0.4619
N -1.7586 -1.3412 1.0777
H 2.8556 0.1400 -0.6146
H 1.6349 1.1748 -0.9295
H 1.5567 -1.3366 0.5800
H 0.6618 -1.0451 -0.9213
H 0.1313 0.6326 1.6212
H -2.1816 0.2860 -1.3633
H -2.5114 1.3241 -0.0642

Atoms 1-3, force components in eV/Å:
0.0 0.0 -0.1
-0.1 -0.4 0.2
0.8 -0.1 0.5

The HOMO energy (alpha / beta) is -8.917 / -8.434 eV. As for the frontier orbital gap (alpha / beta): 9.314 / 8.737 eV. The multiplicity is 1. The total energy is -7691.0812 eV.

natural (NBO) population analysis, charges in e, atoms 1 to 4: atom 1 (N): -0.82, atom 2 (C): -0.28, atom 3 (C): -0.03, atom 4 (N): -0.90

=====

Entry 5:
The following is a quantum chemistry calculation of a cluster of 2 separate species, C3H7N3 in total at a distorted geometry, from the OMol25 dataset.

Element x y z (Å)
C -1.1250 -0.5293 -0.0592
C 0.2054 -0.4363 2.1305
C -0.1300 -0.4634 -2.2676
N -0.4753 -0.5003 0.9690
N 0.3592 0.5402 -2.8200
N 0.3535 0.6748 2.8235
H -2.0171 -0.5418 -0.6654
H 0.6490 -1.4670 2.4216
H 0.0768 -1.4853 -2.8316
H 0.3484 1.4154 -2.4242
H 0.8729 0.6241 -3.6260
H 0.9001 0.6655 3.7309
H -0.0179 1.5033 2.6183

Atoms 1-3, force components in eV/Å:
2.9 0.4 0.4
0.4 -0.6 0.3
0.1 -3.8 1.1

The HOMO energy (alpha / beta) is -18.358 / -18.363 eV. As for the frontier orbital gap (alpha / beta): 7.863 / 7.869 eV. The multiplicity is 1. The total energy is -7672.0120 eV. As for the charge: +2.

natural (NBO) population analysis, charges in e, atoms 1 to 4: atom 1 (C): 0.47, atom 2 (C): 0.40, atom 3 (C): 0.11, atom 4 (N): -0.41

=====

Entry 6:
The following is a quantum chemistry calculation of the molecule C3H7N3O at a distorted geometry, from the OMol25 dataset.

Element x y z (Å)
N -1.2894 1.6854 0.4163
C -0.2533 0.8270 0.2436
C 1.0605 0.9155 -0.1038
N 1.2906 -0.3788 -0.4141
O 2.4432 -0.8938 0.2510
C -0.2291 -0.6604 0.2829
N -1.1913 -1.3671 -0.4589
H -1.3142 2.5368 -0.1307
H -2.2042 1.2907 0.5917
H 1.7767 1.7313 -0.0779
H 2.9522 -1.2667 -0.4846
H 0.0314 -1.1307 1.2298
H -1.0446 -2.3636 -0.5345
H -2.0283 -0.9257 -0.8107

Atoms 1-3, force components in eV/Å:
-1.2 0.8 0.0
1.9 -0.5 0.2
-1.5 2.8 1.4

The HOMO energy is -7.091 eV. As for the frontier orbital gap: 8.031 eV. The multiplicity is 1. The total energy is -9738.6878 eV. The SMILES is NC1=CN(O)[C@@H]1N.

natural (NBO) population analysis, charges in e, atoms 1 to 4: atom 1 (N): -0.82, atom 2 (C): 0.09, atom 3 (C): -0.12, atom 4 (N): -0.17

=====

Entry 7:
The following is a quantum chemistry calculation of the molecule C3H7N3O at a distorted geometry, from the OMol25 dataset.

Element x y z (Å)
H -2.1567 2.0745 1.4767
N -1.1793 1.7808 1.5556
C -0.8155 1.1797 0.4801
N 0.4940 0.7596 0.3520
C 1.0434 0.0927 -0.8268
C 0.3841 -1.2058 -0.5001
O -0.9648 -1.2535 -1.0758
N 0.7731 -2.2179 0.1707
H 1.3297 -1.9185 0.9785
H -1.4710 1.0922 -0.3997
H 1.1472 1.1457 1.0249
H 0.6629 0.5209 -1.7559
H 2.1303 0.0072 -0.7605
H -1.3772 -2.0577 -0.7197

Atoms 1-3, force components in eV/Å:
0.4 -0.1 0.0
-0.1 -0.5 -0.6
0.0 1.3 0.5

The HOMO energy is -8.847 eV. As for the frontier orbital gap: 9.642 eV. The multiplicity is 1. The total energy is -9740.8220 eV. The SMILES is [H]/N=C/NC/C(O)=N\[H].

natural (NBO) population analysis, charges in e, atoms 1 to 4: atom 1 (H): 0.34, atom 2 (N): -0.71, atom 3 (C): 0.27, atom 4 (N): -0.62

=====

Entry 8:
The following is a quantum chemistry calculation of the molecule C3H7N3O at a distorted geometry, from the OMol25 dataset.

Element x y z (Å)
O 1.8433 -1.7025 -0.9199
C 1.1563 -0.8091 -0.4519
N 0.2836 -0.2236 -1.3745
C -0.8216 0.5034 -0.7824
C -0.9569 0.1422 0.7725
N 0.2746 0.4607 1.3933
N 1.4415 -0.0200 0.6861
H 0.4360 -0.6145 -2.4041
H -1.8210 -0.0060 -1.1981
H -0.9384 1.6308 -1.0707
H -1.3992 -0.7906 1.3863
H -1.7767 0.9285 1.1440
H 0.4343 1.6101 1.7266
H 1.8444 -1.1093 1.0928

Atoms 1-3, force components in eV/Å:
0.5 -0.5 1.8
0.0 2.5 -5.2
0.6 -0.7 -0.5

The HOMO energy is -8.881 eV. As for the frontier orbital gap: 9.618 eV. The multiplicity is 1. The total energy is -9738.1254 eV. The SMILES is O=C1NCCNN1.

natural (NBO) population analysis, charges in e, atoms 1 to 4: atom 1 (O): -0.63, atom 2 (C): 0.72, atom 3 (N): -0.67, atom 4 (C): -0.24

=====

Entry 9:
The following is a quantum chemistry calculation of the molecule C3H7N3O, from the OMol25 dataset.

Element x y z (Å)
H -4.1152 -0.3347 -0.4965
N -3.3604 -0.1986 0.1706
C -2.2458 -0.1668 -0.4376
N -1.0782 0.0014 0.2785
C 0.1783 0.0159 -0.3187
O 0.3324 -0.0258 -1.5277
N 1.1948 0.0842 0.5855
C 2.5791 0.1657 0.1874
H -2.0636 -0.2627 -1.5100
H -1.1880 0.0963 1.2785
H 0.9890 0.0474 1.5702
H 2.6213 0.2483 -0.8987
H 3.1317 -0.7312 0.4892
H 3.0248 1.0607 0.6291

Atoms 1-3, force components in eV/Å:
0.0 0.0 0.1
0.2 0.0 -0.3
-0.1 0.0 0.0

The HOMO energy is -9.581 eV. As for the frontier orbital gap: 10.358 eV. The multiplicity is 1. The total energy is -9742.9295 eV. The SMILES is [H]/N=C/NC(=O)NC.

natural (NBO) population analysis, charges in e, atoms 1 to 4: atom 1 (H): 0.35, atom 2 (N): -0.69, atom 3 (C): 0.28, atom 4 (N): -0.65